Computed, not measured: a molecular structure, C34H38NO7P4SSiV, with ωB97M-V/def2-TZVPD.

Element x y z (Å)
V 0.373 -1.075 -0.077
C -4.253 -4.016 4.567
Si -3.708 -3.471 2.851
C -3.824 -4.926 1.685
C -4.886 -2.112 2.329
C -1.930 -2.897 2.982
C -1.209 -2.994 4.166
C 0.107 -2.553 4.258
C 0.690 -2.000 3.134
N 0.022 -1.910 1.982
C -1.246 -2.352 1.871
S -1.934 -2.168 0.280
H -5.311 -4.294 4.531
H -4.150 -3.209 5.298
H -3.696 -4.882 4.933
H -4.847 -5.304 1.612
H -3.181 -5.742 2.025
H -3.492 -4.623 0.690
H -5.916 -2.446 2.483
H -4.749 -1.857 1.278
H -4.737 -1.205 2.923
H -1.686 -3.407 5.049
H 0.661 -2.621 5.184
H 1.697 -1.597 3.133
O 3.619 -3.857 -0.753
P 2.814 -2.473 -0.829
O 1.331 -2.795 -0.850
O 3.396 -1.612 -1.895
O 3.084 -1.815 0.609
P 3.184 -0.212 0.944
O 4.242 0.307 -0.137
O 3.652 -0.028 2.324
O 1.799 0.310 0.543
H 3.087 -4.521 -0.299
H 4.084 -0.187 -0.975
C -2.481 1.267 -0.770
C -2.119 0.730 -2.164
P -0.369 0.132 -2.267
C -0.368 -0.964 -3.729
C -1.462 -1.167 -4.566
C -1.363 -2.022 -5.658
C -0.169 -2.674 -5.924
C 0.928 -2.471 -5.094
C 0.830 -1.627 -3.999
C 0.551 1.570 -2.926
C 0.146 2.219 -4.090
C 0.866 3.302 -4.576
C 2.005 3.732 -3.905
C 2.419 3.081 -2.750
C 1.692 2.005 -2.255
P -1.141 2.302 -0.019
C -1.643 3.961 -0.639
C -2.845 4.581 -0.296
C -3.189 5.805 -0.848
C -2.339 6.423 -1.759
C -1.143 5.814 -2.110
C -0.796 4.591 -1.548
C -1.659 2.337 1.738
C -1.556 3.511 2.486
C -1.780 3.501 3.857
C -2.092 2.316 4.507
C -2.180 1.139 3.778
C -1.969 1.151 2.405
H -2.612 0.402 -0.121
H -3.433 1.801 -0.792
H -2.303 1.473 -2.941
H -2.758 -0.130 -2.372
H -2.400 -0.661 -4.377
H -2.222 -2.177 -6.298
H -0.093 -3.343 -6.772
H 1.862 -2.983 -5.289
H 1.687 -1.494 -3.346
H -0.727 1.869 -4.629
H 0.545 3.803 -5.481
H 2.571 4.573 -4.287
H 3.309 3.407 -2.225
H 1.993 1.516 -1.333
H -3.508 4.103 0.417
H -4.122 6.280 -0.570
H -2.610 7.378 -2.192
H -0.478 6.288 -2.821
H 0.140 4.113 -1.819
H -1.295 4.441 1.995
H -1.696 4.424 4.417
H -2.252 2.308 5.579
H -2.399 0.198 4.269
H -2.031 0.212 1.869

## Properties
Multiplicity: 4
Total energy, Ha: -4897.51546
Charge: -1
M, g/mol: 807.671
LUMO (spin up / spin down), hartree: 0.0898 / 0.0899
Kohn-Sham gap (spin up / spin down), eV: 7.08 / 7.78